# 1
Below is a structure of composition C28H41N8O2S2SbW at a distorted geometry, with properties calculated with wB97M-V/def2-TZVPD.

Computed properties:
- orbital gap (spin up / spin down) (hartree) = 0.243 / 0.243
- M (g/mol) = 891.4
- ⟨S²⟩ = 2.028
- charge = +2
- HOMO level (spin up / spin down) (eV) = -12.972 / -12.986
- 2S+1 = 3

Geometry (Å):
1 W -0.018 -0.095 -0.311
2 N -0.215 2.424 1.791
3 N -0.316 3.652 1.151
4 C -0.040 3.689 -0.165
5 N 0.098 4.888 -0.697
6 S 0.056 2.349 -1.217
7 H -0.707 2.477 2.670
8 H 0.760 2.243 1.957
9 H -0.033 4.458 1.688
10 H -0.008 5.728 -0.152
11 H 0.229 4.980 -1.692
12 C 4.467 0.245 7.469
13 C 3.955 0.197 6.050
14 C 2.829 0.931 5.666
15 C 2.362 0.891 4.365
16 C 3.034 0.105 3.434
17 C 4.151 -0.650 3.789
18 C 4.600 -0.594 5.095
19 S 2.538 0.101 1.766
20 O 2.498 1.475 1.300
21 O 3.393 -0.826 1.064
22 N 0.954 -0.363 1.628
23 C 0.633 -1.717 1.837
24 C 0.992 -2.543 2.890
25 C 0.490 -3.832 2.887
26 C -0.314 -4.259 1.833
27 C -0.599 -3.379 0.820
28 N -0.140 -2.120 0.831
29 H 3.898 0.947 8.078
30 H 5.519 0.541 7.488
31 H 4.403 -0.745 7.931
32 H 2.316 1.546 6.398
33 H 1.485 1.463 4.078
34 H 4.650 -1.258 3.043
35 H 5.474 -1.173 5.384
36 H 1.643 -2.180 3.675
37 H 0.721 -4.504 3.707
38 H -0.705 -5.268 1.795
39 H -1.188 -3.676 -0.040
40 N -2.865 1.122 0.571
41 C -4.175 0.862 0.585
42 C -4.333 -0.481 0.315
43 C -3.039 -0.958 0.152
44 N -2.144 0.022 0.322
45 H -2.406 1.987 0.765
46 H -4.904 1.635 0.785
47 H -5.259 -1.034 0.249
48 H -2.715 -1.955 -0.098
49 C 3.462 -1.964 -2.000
50 Sb 2.394 -0.152 -1.699
51 C 3.979 1.242 -1.481
52 C 2.154 0.217 -3.785
53 H 4.484 -1.683 -2.256
54 H 3.011 -2.497 -2.835
55 H 3.473 -2.580 -1.106
56 H 4.593 1.149 -2.373
57 H 4.559 1.013 -0.594
58 H 3.585 2.250 -1.401
59 H 3.125 0.008 -4.251
60 H 1.882 1.256 -3.989
61 H 1.404 -0.451 -4.217
62 C -1.155 1.035 -4.684
63 N -2.427 0.753 -4.032
64 C -3.306 1.916 -3.987
65 C -2.305 0.109 -2.755
66 C -1.554 -1.211 -2.776
67 C -1.977 -2.195 -3.661
68 C -1.325 -3.416 -3.734
69 C -0.216 -3.651 -2.927
70 C 0.201 -2.680 -2.036
71 C -0.464 -1.444 -1.913
72 H -1.332 1.591 -5.604
73 H -0.646 0.108 -4.942
74 H -0.490 1.631 -4.039
75 H -3.468 2.288 -4.999
76 H -2.888 2.738 -3.378
77 H -4.276 1.631 -3.573
78 H -3.317 -0.047 -2.367
79 H -1.791 0.757 -2.033
80 H -2.830 -1.990 -4.300
81 H -1.672 -4.183 -4.417
82 H 0.311 -4.599 -2.978
83 H 1.061 -2.897 -1.418



# 2
Below is a structure of composition C31H46AuN6O3Se2, with properties calculated with wB97M-V/def2-TZVPD.

Computed properties:
- orbital gap (spin up / spin down) (hartree) = 0.301 / 0.222
- M (g/mol) = 905.6
- ⟨S²⟩ = 2.016
- charge = +1
- energy relative to the best compared isomer or geometry (same formula, charge and spin) (eV) = 0.439
- HOMO level (spin up / spin down) (eV) = -10.480 / -10.623
- 2S+1 = 3

Geometry (Å):
1 Au -1.363 -0.649 0.217
2 C -1.366 -4.696 -2.762
3 C -1.695 -4.000 -1.445
4 C -2.581 -4.859 -0.553
5 O -2.308 -2.736 -1.692
6 C -0.337 -3.761 -0.698
7 O 0.320 -4.741 -0.401
8 O -0.003 -2.528 -0.477
9 H -2.279 -5.023 -3.263
10 H -0.737 -5.562 -2.566
11 H -0.834 -4.009 -3.421
12 H -3.461 -5.193 -1.108
13 H -2.908 -4.289 0.320
14 H -2.029 -5.732 -0.212
15 H -3.251 -2.877 -1.835
16 C 3.936 3.723 0.944
17 C 3.747 2.318 1.512
18 C 2.280 1.890 1.570
19 C 1.687 1.528 0.206
20 N 2.303 0.333 -0.368
21 C 2.078 -0.934 0.038
22 Se 0.906 -1.445 1.396
23 N 2.882 -1.770 -0.633
24 C 2.994 -3.212 -0.426
25 C 4.282 -3.623 0.297
26 C 4.385 -3.217 1.773
27 C 4.806 -1.765 2.017
28 C 3.651 -1.031 -1.512
29 C 4.642 -1.402 -2.413
30 C 5.278 -0.387 -3.098
31 C 4.943 0.958 -2.896
32 C 3.939 1.328 -2.026
33 C 3.293 0.308 -1.337
34 H 4.994 3.975 0.895
35 H 3.439 4.461 1.574
36 H 3.525 3.814 -0.064
37 H 4.147 2.293 2.528
38 H 4.324 1.594 0.929
39 H 1.676 2.692 2.000
40 H 2.175 1.021 2.226
41 H 1.818 2.341 -0.505
42 H 0.617 1.337 0.311
43 H 2.954 -3.689 -1.405
44 H 2.117 -3.537 0.132
45 H 5.147 -3.225 -0.241
46 H 4.329 -4.711 0.228
47 H 5.129 -3.865 2.238
48 H 3.432 -3.416 2.271
49 H 5.669 -1.499 1.403
50 H 5.081 -1.626 3.063
51 H 4.003 -1.060 1.806
52 H 4.916 -2.437 -2.568
53 H 6.061 -0.633 -3.803
54 H 5.497 1.725 -3.420
55 H 3.684 2.368 -1.873
56 C -5.831 2.284 1.409
57 C -5.464 0.888 1.874
58 N -4.379 0.383 1.050
59 C -4.062 0.836 -0.179
60 N -2.949 0.411 -0.756
61 C -2.711 0.732 -2.162
62 C -4.023 0.931 -2.902
63 C -4.786 2.030 -2.192
64 N -4.917 1.698 -0.778
65 C -6.088 2.225 -0.085
66 H -5.004 2.968 1.615
67 H -6.720 2.639 1.927
68 H -6.332 0.227 1.789
69 H -5.135 0.890 2.913
70 H -3.687 -0.197 1.492
71 H -2.142 -0.088 -2.598
72 H -2.104 1.642 -2.243
73 H -4.600 0.003 -2.877
74 H -3.845 1.199 -3.943
75 H -5.788 2.141 -2.608
76 H -4.260 2.984 -2.304
77 H -6.965 1.601 -0.296
78 H -6.281 3.225 -0.476
79 Se -1.442 0.395 2.811
80 C -1.344 2.298 2.702
81 C -1.677 3.002 1.549
82 C -1.547 4.383 1.565
83 N -1.130 5.069 2.623
84 C -0.839 4.390 3.728
85 C -0.925 3.007 3.822
86 H -2.008 2.484 0.656
87 H -1.780 4.975 0.686
88 H -0.509 4.977 4.578
89 H -0.660 2.499 4.740



# 3
Below is a cluster of 6 separate species, C16H25Cl15O5 in total at a distorted geometry, with properties calculated with wB97M-V/def2-TZVPD.

Computed properties:
- orbital gap (hartree) = 0.367
- M (g/mol) = 829.2
- charge = 0
- SMILES string = CCOCC[C@@H]1C(=O)OC[C@H]1OC[C@@H](C)O.ClC(Cl)Cl.ClC(Cl)Cl.ClC(Cl)Cl.ClC(Cl)Cl.ClC(Cl)Cl
- HOMO level (eV) = -9.579
- 2S+1 = 1

Geometry (Å):
1 C 1.620 1.021 -0.096
2 C 1.335 0.705 -1.658
3 O 0.582 -0.517 -1.830
4 C -0.551 -0.364 -2.701
5 C -1.971 -0.483 -1.936
6 C -1.874 -0.296 -0.353
7 C -1.535 -1.587 0.555
8 O -1.186 -2.727 0.230
9 O -1.694 -1.048 1.876
10 C -2.924 -0.229 1.821
11 C -3.107 0.488 0.364
12 O -2.866 1.864 0.700
13 C -2.966 2.737 -0.445
14 C -1.524 3.112 -1.090
15 C -1.662 3.902 -2.487
16 O -0.678 3.820 -0.140
17 H 1.659 0.037 0.487
18 H 2.556 1.661 0.047
19 H 0.751 1.627 0.362
20 H 0.882 1.631 -2.142
21 H 2.357 0.535 -2.152
22 H -0.563 0.589 -3.324
23 H -0.497 -1.233 -3.458
24 H -2.758 0.202 -2.427
25 H -2.348 -1.552 -2.149
26 H -1.007 0.395 -0.089
27 H -3.717 -1.007 2.069
28 H -2.678 0.557 2.625
29 H -4.166 0.149 0.093
30 H -3.373 3.743 -0.044
31 H -3.703 2.402 -1.246
32 H -1.019 2.120 -1.327
33 H -2.057 4.945 -2.249
34 H -2.320 3.356 -3.250
35 H -0.611 3.926 -2.958
36 H -1.221 4.555 0.234
37 Cl -0.847 -7.105 -1.371
38 C -0.926 -6.533 0.301
39 Cl -2.370 -7.165 1.107
40 Cl 0.533 -6.997 1.187
41 H -0.989 -5.446 0.289
42 Cl 4.786 2.251 0.318
43 C 5.544 1.149 -0.841
44 Cl 5.442 -0.521 -0.267
45 Cl 4.795 1.305 -2.436
46 H 6.594 1.418 -0.930
47 Cl 5.225 4.715 -4.588
48 C 5.085 5.284 -2.919
49 Cl 3.623 4.637 -2.162
50 Cl 6.520 4.834 -1.986
51 H 5.012 6.369 -2.932
52 Cl 2.606 2.193 5.579
53 C 2.299 1.249 4.114
54 Cl 1.220 2.130 3.025
55 Cl 3.821 0.850 3.302
56 H 1.811 0.320 4.402
57 Cl -1.878 -7.708 5.750
58 C -2.956 -8.797 4.868
59 Cl -2.852 -10.439 5.520
60 Cl -4.624 -8.208 4.931
61 H -2.641 -8.821 3.827



# 4
Below is the molecule C2H6N4S2 at a distorted geometry, with properties calculated with wB97M-V/def2-TZVPD.

Computed properties:
- orbital gap (hartree) = 0.264
- M (g/mol) = 150.2
- charge = 0
- energy relative to the best compared isomer or geometry (same formula, charge and spin) (eV) = 6.030
- SMILES string = [H]/N=C(NS)\C(=N/[H])NS
- HOMO level (eV) = -8.598
- 2S+1 = 1

Geometry (Å):
1 H 0.618 -2.173 -1.177
2 N -0.359 -1.826 -0.894
3 C -0.276 -0.576 -0.253
4 N -1.410 0.256 -0.061
5 S -2.967 -0.031 -0.464
6 C 0.920 -0.154 0.317
7 N 2.213 -0.914 0.093
8 H 2.111 -1.759 -0.628
9 N 0.764 1.104 1.072
10 S 0.918 2.480 -0.262
11 H -1.132 1.066 0.738
12 H -3.034 -1.397 -0.172
13 H 1.751 0.942 1.518
14 H -0.117 2.984 0.172



# 5
Below is a structure of composition C24H31N6O2PbS4, with properties calculated with wB97M-V/def2-TZVPD.

Computed properties:
- orbital gap (hartree) = 0.217
- M (g/mol) = 771.0
- charge = +1
- energy relative to the best compared isomer or geometry (same formula, charge and spin) (eV) = 1.250
- HOMO level (eV) = -10.413
- 2S+1 = 1

Geometry (Å):
1 Pb -0.495 -0.650 0.381
2 O 1.441 -0.195 4.277
3 C 0.583 -0.310 3.404
4 N 0.559 -1.189 2.389
5 C 1.720 -2.064 2.288
6 C 2.570 -1.771 1.068
7 C 3.951 -1.932 1.083
8 C 4.673 -1.663 -0.067
9 C 4.001 -1.256 -1.213
10 C 2.628 -1.122 -1.151
11 N 1.935 -1.365 -0.035
12 C -0.609 0.630 3.451
13 C -0.971 1.221 4.652
14 C -2.049 2.089 4.668
15 C -2.704 2.379 3.477
16 C -2.268 1.760 2.321
17 N -1.252 0.893 2.311
18 H 1.373 -3.100 2.206
19 H 2.330 -1.974 3.186
20 H 4.441 -2.268 1.988
21 H 5.751 -1.773 -0.073
22 H 4.531 -1.045 -2.132
23 H 2.053 -0.806 -2.015
24 H -0.405 0.975 5.540
25 H -2.378 2.538 5.597
26 H -3.541 3.062 3.448
27 H -2.742 1.959 1.364
28 C -3.185 -4.813 -0.878
29 C -2.670 -3.526 -0.303
30 S -1.100 -3.441 0.157
31 C -3.598 -2.388 -0.239
32 C -4.863 -2.484 -1.050
33 S -3.328 -1.051 0.663
34 H -2.430 -5.590 -0.813
35 H -3.469 -4.683 -1.926
36 H -4.079 -5.139 -0.341
37 H -5.481 -3.313 -0.696
38 H -4.633 -2.672 -2.102
39 H -5.432 -1.564 -0.974
40 C -0.678 -1.452 -6.153
41 C -2.015 -1.098 -5.489
42 C -1.801 -0.238 -4.284
43 N -1.660 -0.682 -3.084
44 N -1.360 0.293 -2.163
45 C -1.251 1.479 -2.689
46 N -0.933 2.591 -1.969
47 S -1.564 1.492 -4.398
48 H -0.843 -2.068 -7.037
49 H -0.049 -2.007 -5.457
50 H -0.145 -0.551 -6.460
51 H -2.514 -2.007 -5.154
52 H -2.662 -0.586 -6.202
53 H -0.361 2.427 -1.146
54 H -0.741 3.433 -2.481
55 O 1.038 1.633 0.203
56 S 1.706 1.977 1.528
57 C 1.421 3.758 1.787
58 C 2.786 4.346 2.118
59 C 3.739 3.721 1.101
60 C 3.483 2.218 1.183
61 H 0.679 3.873 2.576
62 H 1.022 4.132 0.843
63 H 3.075 4.050 3.130
64 H 2.782 5.435 2.076
65 H 4.778 3.965 1.315
66 H 3.503 4.084 0.098
67 H 4.008 1.767 2.026
68 H 3.703 1.658 0.274



# 6
Below is a cluster of 2 separate species, C5H13IN2 in total at a distorted geometry, with properties calculated with wB97M-V/def2-TZVPD.

Computed properties:
- orbital gap (spin up / spin down) (hartree) = 0.298 / 0.265
- M (g/mol) = 228.1
- charge = 0
- energy relative to the best compared isomer or geometry (same formula, charge and spin) (eV) = 2.690
- HOMO level (spin up / spin down) (eV) = -7.634 / -6.920
- 2S+1 = 1

Geometry (Å):
1 C -0.107 -1.318 -2.819
2 C -1.336 -1.211 0.065
3 C 1.590 1.080 2.948
4 C -0.337 -0.026 -1.978
5 C -0.184 -0.379 -0.537
6 N 1.471 1.711 1.641
7 N 0.484 2.245 1.009
8 I 1.690 -1.037 0.246
9 H 0.094 -2.167 -2.270
10 H 0.628 -1.116 -3.508
11 H -1.089 -1.525 -3.294
12 H -2.240 -0.612 0.426
13 H -1.117 -1.879 0.983
14 H -1.607 -1.858 -0.725
15 H 1.602 1.804 3.804
16 H 0.632 0.640 3.136
17 H 2.368 0.414 2.757
18 H -1.284 0.413 -1.916
19 H 0.480 0.650 -2.382
20 H 2.301 1.673 1.091
21 H -0.364 1.827 1.256